# C28H52Br2FN3O10P

2 unconnected molecules or ions with the total composition C28H52Br2FN3O10P (ωB97M-V with the def2-TZVPD basis set, the Open Molecules 2025 dataset).

Each atom is followed by the atoms it is bonded to, with distances in Å.
Geometry (Å):
1 C 2.534 -5.241 -0.499  C2 1.603, H39 1.144, H40 1.149, H41 1.147
2 C 2.990 -4.213 0.643  C1 1.603, O3 1.471, H42 1.133, H43 1.137
3 O 2.456 -2.859 0.433  C2 1.471, P4 1.690
4 P 1.961 -2.320 1.957  O3 1.690, O5 1.548, C6 1.898, O36 1.703
5 O 3.069 -2.546 3.014  P4 1.548
6 C 1.592 -0.460 2.024  P4 1.898, C7 1.598, H44 1.133, H45 1.147
7 C 1.477 0.238 0.591  C6 1.598, C8 1.613, H46 1.148, H47 1.145
8 C 0.170 1.165 0.406  C7 1.613, C9 1.599, C29 1.628, H48 1.149
9 C -1.213 0.694 1.056  C8 1.599, C10 1.585, C15 1.619, H49 1.148
10 C -2.065 1.702 1.935  C9 1.585, Br11 2.002, C12 1.418
11 Br -4.010 2.007 1.570  C10 2.002
12 C -1.563 2.431 3.042  C10 1.418, C13 1.612, Br14 1.967
13 C -2.491 3.406 3.927  C12 1.612, H50 1.131, H51 1.147, H52 1.138
14 Br 0.320 2.304 3.596  C12 1.967
15 C -1.899 0.075 -0.274  C9 1.619, C16 1.617, N19 1.516, H53 1.151
16 C -1.829 -1.531 -0.447  C15 1.617, N17 1.488, H54 1.143, H55 1.148
17 N -0.448 -2.071 -0.337  C16 1.488, C18 1.488, H56 1.034
18 C 0.101 -2.525 -1.644  N17 1.488, H57 1.150, H58 1.154, H59 1.134
19 N -1.396 0.913 -1.432  C15 1.516, C20 1.500, C29 1.526, H60 1.043
20 C -1.619 0.425 -2.833  N19 1.500, C21 1.600, H61 1.149, H62 1.131
21 C -3.156 0.251 -3.243  C20 1.600, C22 1.616, H63 1.134, H64 1.146
22 C -3.594 1.434 -4.253  C21 1.616, C23 1.592, H65 1.137, H66 1.146
23 C -4.050 2.752 -3.485  C22 1.592, N24 1.489, H67 1.145, H68 1.152
24 N -4.975 2.514 -2.343  C23 1.489, C25 1.520, C26 1.467
25 C -5.505 3.830 -1.797  N24 1.520, H69 1.146, H70 1.136, H71 1.139
26 C -6.179 1.774 -2.738  N24 1.467, C27 1.610, O28 1.243
27 C -6.953 1.011 -1.551  C26 1.610, H72 1.133, H73 1.144, H74 1.147
28 O -6.656 1.723 -3.885  C26 1.243
29 C -0.043 1.562 -1.158  C8 1.628, N19 1.526, O30 1.457, O31 1.413
30 O -0.437 2.965 -1.135  C29 1.457, H75 0.987
31 O 0.967 1.174 -2.067  C29 1.413, C32 1.456
32 C 2.089 2.102 -2.081  O31 1.456, C33 1.624, H76 1.132, H77 1.149
33 C 3.527 1.351 -2.011  C32 1.624, C34 1.623, O35 1.457, H78 1.135
34 C 4.440 2.171 -0.949  C33 1.623, H79 1.149, H80 1.140, H81 1.143
35 O 4.226 1.425 -3.287  C33 1.457, H82 0.980
36 O 0.631 -3.273 2.430  P4 1.703, C37 1.452
37 C 0.097 -2.859 3.715  O36 1.452, C38 1.605, H83 1.134, H84 1.148
38 C -1.504 -2.810 3.621  C37 1.605, H85 1.150, H86 1.144, H87 1.135
39 H 2.983 -4.976 -1.518  C1 1.144
40 H 1.391 -5.233 -0.609  C1 1.149
41 H 2.794 -6.321 -0.216  C1 1.147
42 H 2.683 -4.672 1.633  C2 1.133
43 H 4.127 -4.195 0.625  C2 1.137
44 H 0.681 -0.349 2.688  C6 1.133
45 H 2.453 0.050 2.584  C6 1.147
46 H 2.370 0.954 0.504  C7 1.148
47 H 1.615 -0.506 -0.268  C7 1.145
48 H 0.558 2.169 0.805  C8 1.149
49 H -1.192 -0.242 1.720  C9 1.148
50 H -3.158 4.066 3.295  C13 1.131
51 H -1.780 4.078 4.526  C13 1.147
52 H -3.050 2.737 4.658  C13 1.138
53 H -3.033 0.233 -0.389  C15 1.151
54 H -2.361 -1.883 -1.396  C16 1.143
55 H -2.424 -1.950 0.440  C16 1.148
56 H -0.543 -2.934 0.225  N17 1.034
57 H 0.650 -1.678 -2.193  C18 1.150
58 H -0.713 -2.878 -2.382  C18 1.154
59 H 0.839 -3.380 -1.542  C18 1.134
60 H -2.065 1.711 -1.382  N19 1.043
61 H -1.190 1.235 -3.526  C20 1.149
62 H -1.071 -0.529 -3.101  C20 1.131
63 H -3.882 0.215 -2.373  C21 1.134
64 H -3.230 -0.740 -3.815  C21 1.146
65 H -2.736 1.676 -4.957  C22 1.137
66 H -4.448 1.006 -4.886  C22 1.146
67 H -4.514 3.503 -4.214  C23 1.145
68 H -3.119 3.264 -3.040  C23 1.152
69 H -6.600 3.911 -2.123  C25 1.146
70 H -5.506 3.861 -0.661  C25 1.136
71 H -4.974 4.722 -2.263  C25 1.139
72 H -7.032 -0.104 -1.731  C27 1.133
73 H -7.980 1.513 -1.484  C27 1.144
74 H -6.460 1.206 -0.534  C27 1.147
75 H -0.343 3.324 -2.049  O30 0.987
76 H 2.095 2.856 -1.236  C32 1.132
77 H 2.079 2.615 -3.109  C32 1.149
78 H 3.399 0.278 -1.664  C33 1.135
79 H 4.823 3.142 -1.431  C34 1.149
80 H 3.850 2.497 -0.030  C34 1.140
81 H 5.296 1.511 -0.578  C34 1.143
82 H 5.093 1.843 -3.104  O35 0.980
83 H 0.566 -1.922 4.149  C37 1.134
84 H 0.338 -3.699 4.460  C37 1.148
85 H -1.833 -3.126 2.565  C38 1.150
86 H -2.019 -3.551 4.324  C38 1.144
87 H -1.952 -1.787 3.822  C38 1.135
88 C 7.133 -2.281 2.757  C89 1.495, O93 1.423, H95 1.093, H96 1.090
89 C 6.285 -1.652 3.816  C88 1.495, O90 1.416, F94 1.356, H97 1.093
90 O 6.523 -0.267 3.641  C89 1.416, C91 1.361
91 C 6.810 -0.113 2.320  O90 1.361, O92 1.196, O93 1.362
92 O 6.801 0.937 1.748  C91 1.196
93 O 7.099 -1.303 1.724  C88 1.423, C91 1.362
94 F 6.706 -2.010 5.054  C89 1.356
95 H 8.166 -2.434 3.081  C88 1.093
96 H 6.729 -3.233 2.411  C88 1.090
97 H 5.215 -1.855 3.715  C89 1.093

charge	+1

# C28H52BrN2O7

6 unconnected molecules or ions with the total composition C28H52BrN2O7 (ωB97M-V with the def2-TZVPD basis set, the Open Molecules 2025 dataset).

Each atom is followed by the atoms it is bonded to, with distances in Å.
Geometry (Å):
1 C -0.151 -3.788 -2.164  C2 1.332, H14 1.076, H15 1.074
2 C 0.503 -3.077 -1.248  C1 1.332, C3 1.444, H16 1.079
3 C 0.204 -2.994 0.163  C2 1.444, N4 1.348, N12 1.334
4 N 1.130 -2.557 1.039  C3 1.348, C5 1.380, H17 1.007
5 C 0.583 -2.534 2.305  N4 1.380, O6 1.330, C11 1.355
6 O 1.314 -2.114 3.335  C5 1.330, C7 1.451
7 C 2.198 -3.138 3.860  O6 1.451, C8 1.547, H18 1.086, H19 1.081
8 C 3.626 -3.043 3.271  C7 1.547, C9 1.536, O10 1.417, H20 1.089
9 C 4.007 -4.206 2.344  C8 1.536, H21 1.087, H22 1.083, H23 1.089
10 O 3.785 -1.788 2.633  C8 1.417, H24 0.959
11 C -0.698 -2.965 2.216  C5 1.355, N12 1.396, H25 1.070
12 N -0.902 -3.251 0.865  C3 1.334, C11 1.396, Br13 1.836
13 Br -2.494 -3.875 0.198  N12 1.836
14 H -0.780 -4.601 -1.848  C1 1.076
15 H -0.058 -3.537 -3.204  C1 1.074
16 H 1.346 -2.476 -1.556  C2 1.079
17 H 2.071 -2.289 0.797  N4 1.007
18 H 1.794 -4.110 3.592  C7 1.086
19 H 2.189 -3.070 4.939  C7 1.081
20 H 4.305 -3.075 4.122  C8 1.089
21 H 3.295 -5.026 2.377  C9 1.087
22 H 4.967 -4.613 2.638  C9 1.083
23 H 4.091 -3.894 1.304  C9 1.089
24 H 4.321 -1.887 1.844  O10 0.959
25 H -1.410 -3.056 3.010  C11 1.070
26 C -5.615 0.261 0.296  C27 1.525, C30 1.524, H31 1.089, H32 1.092
27 C -4.381 -0.632 0.374  C26 1.525, C28 1.523, H33 1.093, H34 1.090
28 C -4.149 -0.711 1.877  C27 1.523, O29 1.422, H35 1.096, H36 1.094
29 O -5.429 -0.609 2.489  C28 1.422, C30 1.433
30 C -6.399 -0.197 1.519  C26 1.524, O29 1.433, H37 1.095, H38 1.089
31 H -6.177 0.158 -0.631  C26 1.089
32 H -5.324 1.309 0.403  C26 1.092
33 H -4.614 -1.623 -0.026  C27 1.093
34 H -3.519 -0.241 -0.166  C27 1.090
35 H -3.528 0.122 2.226  C28 1.096
36 H -3.677 -1.648 2.187  C28 1.094
37 H -7.038 -1.054 1.282  C30 1.095
38 H -7.021 0.589 1.945  C30 1.089
39 C 5.544 1.299 3.782  C40 1.526, C43 1.521, H44 1.090, H45 1.093
40 C 6.820 1.840 4.420  C39 1.526, C41 1.524, H46 1.092, H47 1.089
41 C 7.876 1.397 3.415  C40 1.524, O42 1.432, H48 1.096, H49 1.090
42 O 7.236 1.383 2.135  C41 1.432, C43 1.427
43 C 5.824 1.510 2.302  C39 1.521, O42 1.427, H50 1.095, H51 1.093
44 H 4.637 1.802 4.117  C39 1.090
45 H 5.442 0.232 3.997  C39 1.093
46 H 6.779 2.929 4.471  C40 1.092
47 H 7.007 1.461 5.423  C40 1.089
48 H 8.232 0.384 3.634  C41 1.096
49 H 8.736 2.064 3.378  C41 1.090
50 H 5.524 2.513 1.981  C43 1.095
51 H 5.318 0.780 1.666  C43 1.093
52 C -2.458 0.094 -4.820  C53 1.525, C56 1.519, H57 1.090, H58 1.093
53 C -2.618 0.196 -3.306  C52 1.525, C54 1.523, H59 1.093, H60 1.089
54 C -2.514 -1.263 -2.884  C53 1.523, O55 1.430, H61 1.096, H62 1.093
55 O -1.649 -1.901 -3.827  C54 1.430, C56 1.441
56 C -1.437 -1.024 -4.950  C52 1.519, O55 1.441, H63 1.094, H64 1.089
57 H -2.131 1.020 -5.292  C52 1.090
58 H -3.404 -0.207 -5.275  C52 1.093
59 H -1.792 0.772 -2.883  C53 1.093
60 H -3.552 0.661 -2.993  C53 1.089
61 H -3.491 -1.759 -2.919  C54 1.096
62 H -2.100 -1.384 -1.880  C54 1.093
63 H -0.415 -0.637 -4.896  C56 1.094
64 H -1.543 -1.592 -5.874  C56 1.089
65 C -3.367 4.829 -7.380  C66 1.525, C69 1.521, H70 1.088, H71 1.092
66 C -4.129 3.526 -7.596  C65 1.525, C67 1.522, H72 1.093, H73 1.088
67 C -2.994 2.544 -7.847  C66 1.522, O68 1.434, H74 1.094, H75 1.091
68 O -1.868 3.016 -7.094  C67 1.434, C69 1.433
69 C -2.133 4.346 -6.632  C65 1.521, O68 1.433, H76 1.096, H77 1.090
70 H -3.928 5.581 -6.828  C65 1.088
71 H -3.080 5.257 -8.343  C65 1.092
72 H -4.670 3.253 -6.686  C66 1.093
73 H -4.843 3.564 -8.416  C66 1.088
74 H -2.713 2.521 -8.904  C67 1.094
75 H -3.240 1.528 -7.531  C67 1.091
76 H -2.314 4.308 -5.552  C69 1.096
77 H -1.257 4.969 -6.814  C69 1.090
78 C 0.662 0.955 3.419  C79 1.526, C82 1.522, H83 1.092, H84 1.087
79 C -0.086 2.033 4.200  C78 1.526, C80 1.524, H85 1.092, H86 1.089
80 C 1.014 2.560 5.114  C79 1.524, O81 1.431, H87 1.095, H88 1.090
81 O 2.244 2.406 4.399  C80 1.431, C82 1.426
82 C 2.037 1.586 3.251  C78 1.522, O81 1.426, H89 1.097, H90 1.092
83 H 0.195 0.700 2.466  C78 1.092
84 H 0.740 0.049 4.016  C78 1.087
85 H -0.425 2.820 3.522  C79 1.092
86 H -0.950 1.662 4.749  C79 1.089
87 H 1.076 1.975 6.037  C80 1.095
88 H 0.881 3.609 5.378  C80 1.090
89 H 2.075 2.223 2.359  C82 1.097
90 H 2.838 0.847 3.183  C82 1.092

charge	+1
ΔE to the lowest compared entry with this formula, charge and spin	5.2	kcal/mol

# C28H52IN2O13P2

3 unconnected molecules or ions with the total composition C28H52IN2O13P2 (ωB97M-V with the def2-TZVPD basis set, the Open Molecules 2025 dataset).

Each atom is followed by the atoms it is bonded to, with distances in Å.
Geometry (Å):
1 C 4.906 -0.299 2.401  C2 1.531, H31 1.094, H32 1.086, H33 1.087
2 C 6.122 -0.245 1.472  C1 1.531, C3 1.509, H34 1.093, H35 1.087
3 C 6.123 -1.171 0.281  C2 1.509, O4 1.197, O5 1.382
4 O 7.083 -1.249 -0.430  C3 1.197
5 O 5.018 -1.944 -0.023  C3 1.382, C6 1.422
6 C 3.835 -1.224 -0.350  O5 1.422, C7 1.538, H36 1.090, H37 1.090
7 C 3.312 -1.682 -1.721  C6 1.538, C8 1.512, H38 1.081, H39 1.089
8 C 1.808 -1.525 -1.776  C7 1.512, C9 1.405, C29 1.385
9 C 0.962 -2.646 -1.772  C8 1.405, C10 1.504, C13 1.404
10 C 1.623 -3.997 -1.729  C9 1.504, C11 1.524, H40 1.085, H41 1.089
11 C 2.300 -4.228 -0.384  C10 1.524, O12 1.201, H42 1.102
12 O 1.967 -3.662 0.622  C11 1.201
13 C -0.433 -2.483 -1.774  C9 1.404, C14 1.511, C18 1.386
14 C -1.358 -3.677 -1.786  C13 1.511, I15 2.182, C16 1.548, H43 1.079
15 I -1.143 -4.577 -3.763  C14 2.182
16 C -1.160 -4.643 -0.593  C14 1.548, C17 1.528, H44 1.091, H45 1.087
17 C -1.189 -6.139 -0.907  C16 1.528, H46 1.089, H47 1.090, H48 1.089
18 C -0.943 -1.194 -1.771  C13 1.386, C19 1.504, N26 1.356
19 C -2.431 -0.983 -1.721  C18 1.504, C20 1.542, H49 1.086, H50 1.083
20 C -3.019 -0.799 -3.135  C19 1.542, O21 1.425, H51 1.086, H52 1.091
21 O -4.168 0.044 -3.135  C20 1.425, C22 1.370
22 C -5.129 -0.343 -2.238  O21 1.370, O23 1.200, C24 1.504
23 O -5.533 -1.473 -2.200  C22 1.200
24 C -5.658 0.727 -1.323  C22 1.504, C25 1.532, H53 1.091, H54 1.087
25 C -5.019 0.675 0.068  C24 1.532, H55 1.085, H56 1.091, H57 1.092
26 N -0.111 -0.124 -1.821  C18 1.356, C27 1.482, C29 1.356
27 C -0.650 1.255 -1.882  N26 1.482, N28 1.467, H58 1.087, H59 1.079
28 N -0.571 1.762 -3.257  C27 1.467, H60 1.011, H61 1.011
29 C 1.238 -0.264 -1.824  C8 1.385, N26 1.356, C30 1.501
30 C 2.120 0.950 -1.865  C29 1.501, H62 1.085, H63 1.092, H64 1.081
31 H 4.038 0.074 1.851  C1 1.094
32 H 5.008 0.374 3.248  C1 1.086
33 H 4.641 -1.304 2.723  C1 1.087
34 H 6.167 0.768 1.064  C2 1.093
35 H 7.022 -0.366 2.070  C2 1.087
36 H 4.073 -0.162 -0.396  C6 1.090
37 H 3.089 -1.380 0.429  C6 1.090
38 H 3.621 -2.700 -1.911  C7 1.081
39 H 3.778 -1.073 -2.496  C7 1.089
40 H 0.951 -4.835 -1.889  C10 1.085
41 H 2.407 -4.053 -2.483  C10 1.089
42 H 3.135 -4.946 -0.349  C11 1.102
43 H -2.401 -3.401 -1.778  C14 1.079
44 H -1.956 -4.485 0.136  C16 1.091
45 H -0.236 -4.424 -0.064  C16 1.087
46 H -0.307 -6.484 -1.444  C17 1.089
47 H -1.226 -6.713 0.019  C17 1.090
48 H -2.086 -6.410 -1.462  C17 1.089
49 H -2.680 -0.093 -1.150  C19 1.086
50 H -2.914 -1.787 -1.181  C19 1.083
51 H -2.301 -0.311 -3.787  C20 1.086
52 H -3.285 -1.784 -3.521  C20 1.091
53 H -5.473 1.685 -1.813  C24 1.091
54 H -6.738 0.635 -1.244  C24 1.087
55 H -5.691 1.039 0.838  C25 1.085
56 H -4.715 -0.338 0.336  C25 1.091
57 H -4.110 1.278 0.102  C25 1.092
58 H -0.125 1.900 -1.183  C27 1.087
59 H -1.696 1.275 -1.618  C27 1.079
60 H -0.121 1.096 -3.871  N28 1.011
61 H -0.048 2.626 -3.302  N28 1.011
62 H 3.068 0.735 -2.347  C30 1.085
63 H 2.361 1.225 -0.836  C30 1.092
64 H 1.683 1.791 -2.384  C30 1.081
65 C 7.472 -2.242 7.567  O66 1.434, H73 1.088, H74 1.087, H75 1.089
66 O 6.863 -1.073 8.133  C65 1.434, P67 1.614
67 P 6.728 0.185 7.129  O66 1.614, O68 1.470, O69 1.636, O71 1.632
68 O 6.349 -0.328 5.805  P67 1.470
69 O 8.309 0.597 7.214  P67 1.636, C70 1.431
70 C 9.101 0.401 8.390  O69 1.431, H76 1.091, H77 1.088, H78 1.088
71 O 6.250 1.745 7.109  P67 1.632, C72 1.443
72 C 5.923 2.403 8.351  O71 1.443, H79 1.093, H80 1.090, H81 1.086
73 H 7.816 -2.844 8.405  C65 1.088
74 H 6.741 -2.805 6.992  C65 1.087
75 H 8.319 -1.979 6.935  C65 1.089
76 H 9.736 -0.477 8.260  C70 1.091
77 H 8.494 0.268 9.283  C70 1.088
78 H 9.736 1.276 8.516  C70 1.088
79 H 6.785 2.419 9.023  C72 1.093
80 H 5.083 1.913 8.843  C72 1.090
81 H 5.639 3.425 8.117  C72 1.086
82 C -7.899 7.374 -4.292  O83 1.431, H90 1.090, H91 1.086, H92 1.089
83 O -8.851 6.318 -4.452  C82 1.431, P84 1.662
84 P -8.802 5.116 -3.306  O83 1.662, O85 1.498, O86 1.636, O88 1.695
85 O -8.604 6.068 -2.167  P84 1.498
86 O -7.400 4.466 -3.844  P84 1.636, C87 1.436
87 C -7.185 4.201 -5.238  O86 1.436, H93 1.090, H94 1.088, H95 1.089
88 O -9.049 3.848 -2.209  P84 1.695, C89 1.436
89 C -9.856 2.746 -2.652  O88 1.436, H96 1.095, H97 1.091, H98 1.087
90 H -7.814 7.857 -5.265  C82 1.090
91 H -8.257 8.092 -3.560  C82 1.086
92 H -6.926 6.990 -3.990  C82 1.089
93 H -6.545 4.977 -5.660  C87 1.090
94 H -8.114 4.167 -5.804  C87 1.088
95 H -6.679 3.241 -5.326  C87 1.089
96 H -9.417 2.289 -3.545  C89 1.095
97 H -10.873 3.073 -2.875  C89 1.091
98 H -9.905 1.998 -1.864  C89 1.087

charge	+1

| no. | LUMO (eV) | HOMO-LUMO gap (eV) |
| --- | --- | --- |
| 1 | -2.4 | 9.5 |
| 2 | -3.8 | 7.2 |
| 3 | -3.8 | 7.0 |